[1]
Entry from OMol25: a structure of composition AlBH8O2 (ωB97M-V/def2-TZVPD).

Atoms and positions in Å:
Al -0.8725 -0.7605 -0.1491
B 1.4517 1.2383 0.3866
H 1.7553 0.2957 1.0241
H 0.4110 1.7270 0.6475
H 2.2677 2.0647 0.5558
H 1.3167 0.7594 -0.6578
O -1.1257 -3.0734 1.5680
H -1.6542 -3.7719 1.1525
H -0.6684 -3.5113 2.3035
O -0.9243 1.3894 -2.0112
H -0.2282 1.7662 -2.5695
H -1.7291 1.8765 -2.2505

Computed properties:
**DFT total energy**: -421.56083 a.u.
**Charge**: +2
**Highest occupied orbital energy**: -20.006 eV
**Energy above the lowest of the compared OMol25 structures with the same formula, charge and spin**: 60.3 kcal per mole
**Gap between HOMO and LUMO**: 0.163 Ha

Here are the Mulliken charges for atoms 1 to 4, given in e:
1. Al 1.18
2. B -0.17
3. H 0.19
4. H 0.18


[2]
Entry from OMol25: a structure of composition C10H22F2NO9S4 (ωB97M-V/def2-TZVPD).

Atoms and positions in Å:
C -1.3313 2.1981 -1.6739
C -1.5423 3.0580 -0.4328
C -1.6734 2.2337 0.8606
C -3.0259 2.4086 1.5486
C -3.2090 1.6203 2.8489
C -3.4414 0.1119 2.6809
C -2.1601 -0.7319 2.6443
C -2.3303 -2.0770 1.9417
C -2.6957 -1.9693 0.4585
O -1.7192 -2.6351 -0.3835
S -0.6683 -1.5881 -1.0370
O 0.0722 -0.9713 0.0358
O 0.2002 -2.8529 -1.6722
S 1.8405 -2.9066 -1.6948
C 2.2346 -3.1916 -0.0035
O 2.1006 -4.0943 -2.4316
O 2.3010 -1.6248 -2.0835
H -1.3910 2.7868 -2.5907
H -2.0937 1.4147 -1.7352
H -0.3538 1.7134 -1.6500
H -0.7075 3.7560 -0.3421
H -2.4441 3.6663 -0.5639
H -1.5165 1.1799 0.6176
H -0.8787 2.4975 1.5641
H -3.8211 2.1357 0.8434
H -3.1596 3.4732 1.7691
H -4.0623 2.0455 3.3840
H -2.3280 1.7729 3.4829
H -4.0532 -0.2378 3.5187
H -4.0452 -0.0641 1.7825
H -1.8376 -0.9247 3.6715
H -1.3477 -0.1795 2.1694
H -3.0903 -2.6735 2.4554
H -1.3984 -2.6399 2.0104
H -2.7838 -0.9209 0.1495
H -3.6422 -2.4543 0.2269
H 3.3025 -3.4136 -0.0144
H 1.6742 -4.0576 0.3407
H 2.0202 -2.2973 0.5726
N 5.3679 0.4658 -3.1729
S 6.8717 -0.0237 -3.0631
O 7.1593 -0.7723 -1.8801
O 7.8475 0.9068 -3.5333
F 6.7803 -1.1117 -4.2114
S 4.8424 1.5754 -2.1945
O 3.4240 1.6792 -2.2961
O 5.6227 2.7734 -2.1682
F 5.0899 0.9406 -0.7493

Computed properties:
**DFT total energy**: -2918.68679 a.u.
**Charge**: -1
**Highest occupied orbital energy**: -6.142 eV
**Energy above the lowest of the compared OMol25 structures with the same formula, charge and spin**: 0.0 kcal per mole
**Gap between HOMO and LUMO**: 0.306 Ha

Here are the Mulliken charges for atoms 1 to 4, given in e:
1. C -1.04
2. C -0.69
3. C 0.39
4. C -0.65


[3]
Entry from OMol25: an isolated molecule of C11H14BrN5 (ωB97M-V/def2-TZVPD).

Atoms and positions in Å:
Br 2.0421 0.3904 -3.0874
N 3.1546 0.0689 -0.4094
N 2.8386 0.7388 3.1742
N 0.6539 0.6400 2.1890
C 1.9690 0.1120 -1.0860
C 1.5048 0.8667 3.2460
C 3.3552 0.3977 2.0729
C 1.2767 0.3426 1.0086
C 2.6973 0.2035 0.9449
N 4.6742 0.2141 2.2603
N 0.7857 0.2317 -0.3129
C -3.2117 -1.0372 -1.1796
C -2.4521 -0.8161 -2.4790
C -3.1594 0.0987 -0.1865
C -0.9614 -0.6879 -1.9459
C -1.6131 0.2813 0.1677
C -0.5644 0.3622 -0.8898
H 1.1635 0.8617 4.2587
H 5.0922 0.2405 1.3447
H 5.0935 0.8007 2.9885
H -2.7301 -1.9624 -0.6897
H -4.2694 -1.2947 -1.3991
H -2.3928 -1.5756 -3.1794
H -2.7116 0.1037 -2.9485
H -3.5965 0.9997 -0.6207
H -3.8124 -0.2013 0.6776
H -0.3261 -0.7528 -2.8901
H -0.8317 -1.6221 -1.3776
H -1.6181 1.1363 0.8438
H -1.2568 -0.4800 0.8402
H -0.7937 1.3390 -1.3353

Computed properties:
**DFT total energy**: -3275.30847 a.u.
**SMILES**: Nc1ncnc2c1nc(Br)n2C1CCCCC1
**Highest occupied orbital energy**: -8.691 eV
**Gap between HOMO and LUMO**: 0.326 Ha

Here are the Mulliken charges for atoms 1 to 4, given in e:
1. Br -0.16
2. N -0.66
3. N -0.62
4. N -0.48


[4]
Entry from OMol25: a cluster of 9 separate species, C23H61Br8O20P5 in total (ωB97M-V/def2-TZVPD).

Atoms and positions in Å:
Br -18.3823 -1.4118 -2.6880
C -19.9351 -0.9098 -1.5747
C -21.0013 -1.9744 -1.8396
Br -22.8521 -1.3865 -1.5394
H -20.2791 0.0985 -1.7967
H -19.6590 -0.8721 -0.5214
H -20.8297 -2.8754 -1.2641
H -20.9633 -2.2649 -2.8851
Br -13.7861 5.9826 2.6515
C -15.6317 6.5800 2.4305
C -15.7264 7.0057 0.9648
Br -17.5594 7.6858 0.5307
H -15.7687 7.5002 3.0010
H -16.3003 5.8491 2.8701
H -15.6410 6.1092 0.3576
H -14.9585 7.7466 0.7854
Br -22.7990 -1.0548 2.9434
C -23.7415 -2.5421 3.8782
C -22.8753 -3.1735 4.9630
Br -22.4020 -1.8143 6.2609
H -24.0788 -3.2715 3.1478
H -24.5825 -2.0411 4.3438
H -21.9968 -3.7327 4.6479
H -23.4020 -3.9065 5.5755
Br -21.1528 3.9971 -3.5721
C -21.2598 5.9872 -3.6331
C -19.9546 6.7775 -3.3863
Br -18.3470 5.7687 -3.8989
H -22.0921 6.1751 -2.9630
H -21.6258 6.1589 -4.6424
H -19.8667 6.9262 -2.3147
H -19.9383 7.6953 -3.9594
C -25.9223 1.5616 -6.2566
O -24.6851 0.9295 -6.4839
P -24.1918 -0.1491 -5.3722
O -25.2722 -0.7520 -4.5732
O -23.3046 -1.1012 -6.2936
C -23.2633 -2.4893 -5.9592
O -23.0479 0.6525 -4.5806
C -23.4415 1.4703 -3.4869
H -26.4648 1.3470 -5.3279
H -26.6964 1.1216 -6.9078
H -25.9025 2.6324 -6.4394
H -23.9997 -2.7984 -5.2220
H -22.2888 -2.7225 -5.5179
H -23.2786 -3.0829 -6.8697
H -24.4420 1.1630 -3.1680
H -23.3942 2.5378 -3.6932
H -22.8420 1.3228 -2.5876
C -16.0025 -2.7724 -0.8438
O -17.2098 -2.8037 -0.0778
P -18.1184 -4.0778 0.1606
O -19.0687 -4.4200 -0.8986
O -18.6902 -3.7119 1.6161
C -20.0902 -3.4015 1.7622
O -17.0431 -5.2058 0.5109
C -17.3774 -6.3483 1.2669
H -16.0147 -3.6805 -1.4486
H -15.1329 -2.7266 -0.1909
H -15.9919 -1.9113 -1.5042
H -20.3258 -3.4169 2.8190
H -20.6713 -4.0652 1.1187
H -20.2686 -2.3986 1.3634
H -16.7780 -7.2235 1.0254
H -18.3730 -6.7029 0.9548
H -17.4706 -6.1727 2.3368
C -18.3099 2.1093 6.9808
O -17.6790 3.2057 7.6800
P -16.8882 4.3979 7.0088
O -16.5201 4.2065 5.6010
O -15.6802 4.5984 8.0220
C -14.8903 3.5215 8.5089
O -17.7836 5.6859 7.3595
C -18.6311 6.1765 6.3300
H -19.3471 2.1664 7.3067
H -17.8410 1.1831 7.2958
H -18.2697 2.2595 5.9037
H -14.8215 2.7687 7.7138
H -15.3163 3.0355 9.3852
H -13.8854 3.9061 8.6608
H -19.2547 7.0095 6.6447
H -19.3278 5.4078 5.9776
H -18.0255 6.4770 5.4726
C -12.3840 1.6898 -0.5063
O -13.4326 1.9978 -1.4458
P -14.4523 3.2127 -1.2173
O -14.0991 4.1725 -0.1543
O -14.6164 3.7536 -2.7184
C -13.4556 4.0426 -3.4773
O -15.8480 2.5384 -0.9063
C -16.5804 1.8646 -1.9339
H -12.6618 0.7060 -0.1167
H -12.2842 2.4064 0.3014
H -11.4933 1.4881 -1.0983
H -12.9156 3.1506 -3.7937
H -12.7876 4.6999 -2.9132
H -13.7160 4.6073 -4.3717
H -17.1774 1.0268 -1.5813
H -15.8875 1.4968 -2.6942
H -17.2752 2.5416 -2.4343
C -19.0944 4.1794 -0.4104
O -18.8997 2.7713 -0.2868
P -19.3029 2.0228 1.0733
O -18.8666 0.6363 1.1995
O -18.8152 3.0702 2.1996
C -17.3808 3.0352 2.4598
O -20.8742 2.2261 1.1195
C -21.6987 1.2131 0.5610
H -19.7200 4.4401 -1.2650
H -18.0975 4.6019 -0.5467
H -19.5853 4.5728 0.4794
H -17.1023 3.6146 3.3331
H -16.8598 3.3311 1.5478
H -17.1610 1.9788 2.6259
H -21.3675 0.1816 0.6506
H -21.9504 1.4831 -0.4665
H -22.6446 1.2704 1.1062

Computed properties:
**DFT total energy**: -24717.05697 a.u.
**SMILES**: COP(=O)(OC)OC.COP(=O)(OC)OC.COP(=O)(OC)OC.COP(=O)(OC)OC.COP(=O)(OC)OC.BrCCBr.BrCCBr.BrCCBr.BrCCBr
**Highest occupied orbital energy**: -9.678 eV
**Energy above the lowest of the compared OMol25 structures with the same formula, charge and spin**: 25.6 kcal per mole
**Gap between HOMO and LUMO**: 0.367 Ha

Here are the Mulliken charges for atoms 1 to 4, given in e:
1. Br -0.24
2. C -0.11
3. C -0.44
4. Br -0.21


[5]
Entry from OMol25: a cluster of 2 separate species, C4H11O2P in total (ωB97M-V/def2-TZVPD).

Atoms and positions in Å:
C -0.0272 -0.1656 0.9182
C 1.1443 -2.2905 0.9057
C 0.6839 -1.1480 -0.0306
C -1.7989 2.2471 -1.3501
O -3.0896 2.4534 -0.9341
O -1.1028 3.0867 -0.6507
P 2.2740 -0.2186 -0.5986
H -0.6518 -0.6922 1.6718
H 0.6198 0.4514 1.5288
H -0.5434 0.3989 0.1468
H 1.8709 -1.8589 1.6825
H 1.7432 -2.9889 0.4347
H 0.3807 -2.8551 1.4202
H 0.1467 -1.5553 -0.9045
H -3.7295 1.8107 -1.1174
H -1.8029 3.4908 -0.0999
H 1.5513 0.7364 -1.3027
H 2.3311 -0.9021 -1.7201

Computed properties:
**DFT total energy**: -650.71480 a.u.
**Highest occupied orbital energy**: -9.476 eV
**Energy above the lowest of the compared OMol25 structures with the same formula, charge and spin**: 69.9 kcal per mole
**Gap between HOMO and LUMO**: 0.373 Ha

Here are the Mulliken charges for atoms 1 to 4, given in e:
1. C -0.90
2. C -1.47
3. C 0.14
4. C -0.07


[6]
Entry from OMol25: a cluster of 4 separate species, C10H28NO7PS3 in total (ωB97M-V/def2-TZVPD).

Atoms and positions in Å:
C 0.5463 0.5389 0.9287
C -0.2818 -0.3518 0.0023
O -1.5508 0.2061 -0.3536
C -1.4933 1.2949 -1.2044
O -2.2804 2.3807 -0.6723
C -2.4386 2.5074 0.6603
O -1.9510 3.3739 1.3059
O -3.2375 1.5790 1.2497
P -4.1872 0.4386 0.5742
N -4.0267 -0.9764 1.1694
H 0.1450 1.5538 0.9730
H 0.5634 0.1431 1.9396
H 1.5834 0.5856 0.5985
H 0.2718 -0.6043 -0.9080
H -0.5271 -1.2927 0.4896
H -1.9521 1.0599 -2.1663
H -0.4817 1.6584 -1.3776
H -5.4487 1.0369 0.7056
H -3.8808 0.5830 -0.7771
H -4.8783 -1.3026 1.6115
C 1.3118 5.0015 -4.1983
S 1.7426 3.4493 -3.4070
O 0.4592 2.7414 -3.1473
C 2.2489 4.1576 -1.8368
H 0.9189 4.7648 -5.1847
H 0.5504 5.5055 -3.6037
H 2.2048 5.6190 -4.2950
H 1.4171 4.7207 -1.4141
H 3.1182 4.7972 -1.9894
H 2.5102 3.3320 -1.1775
C -2.3122 -5.6955 -1.7680
S -2.7993 -4.9005 -0.2293
O -4.2829 -4.9703 -0.1772
C -2.3614 -3.2342 -0.7195
H -2.5499 -6.7536 -1.6794
H -2.8761 -5.2545 -2.5899
H -1.2401 -5.5687 -1.9195
H -2.9198 -2.9695 -1.6184
H -1.2869 -3.1846 -0.9036
H -2.6367 -2.5573 0.0898
C 4.2166 -0.8228 4.9355
S 4.0450 -0.5354 3.1711
O 2.6342 -0.8470 2.8246
C 5.0262 -1.9464 2.6473
H 3.6265 -0.0643 5.4453
H 3.8348 -1.8150 5.1745
H 5.2646 -0.7282 5.2196
H 4.5861 -2.8577 3.0515
H 6.0533 -1.8234 2.9905
H 5.0021 -1.9724 1.5599

Computed properties:
**DFT total energy**: -2515.04174 a.u.
**Highest occupied orbital energy**: -8.434 eV
**Gap between HOMO and LUMO**: 0.323 Ha

Here are the Mulliken charges for atoms 1 to 4, given in e:
1. C -0.91
2. C -0.27
3. O -0.33
4. C -0.47


Q: The highest DFT total energy belongs to which entry?
A: AlBH8O2


What did the third record say?
Entry from OMol25: an isolated molecule of C11H14BrN5 (ωB97M-V/def2-TZVPD).

Atoms and positions in Å:
Br 2.0421 0.3904 -3.0874
N 3.1546 0.0689 -0.4094
N 2.8386 0.7388 3.1742
N 0.6539 0.6400 2.1890
C 1.9690 0.1120 -1.0860
C 1.5048 0.8667 3.2460
C 3.3552 0.3977 2.0729
C 1.2767 0.3426 1.0086
C 2.6973 0.2035 0.9449
N 4.6742 0.2141 2.2603
N 0.7857 0.2317 -0.3129
C -3.2117 -1.0372 -1.1796
C -2.4521 -0.8161 -2.4790
C -3.1594 0.0987 -0.1865
C -0.9614 -0.6879 -1.9459
C -1.6131 0.2813 0.1677
C -0.5644 0.3622 -0.8898
H 1.1635 0.8617 4.2587
H 5.0922 0.2405 1.3447
H 5.0935 0.8007 2.9885
H -2.7301 -1.9624 -0.6897
H -4.2694 -1.2947 -1.3991
H -2.3928 -1.5756 -3.1794
H -2.7116 0.1037 -2.9485
H -3.5965 0.9997 -0.6207
H -3.8124 -0.2013 0.6776
H -0.3261 -0.7528 -2.8901
H -0.8317 -1.6221 -1.3776
H -1.6181 1.1363 0.8438
H -1.2568 -0.4800 0.8402
H -0.7937 1.3390 -1.3353

Computed properties:
**DFT total energy**: -3275.30847 a.u.
**SMILES**: Nc1ncnc2c1nc(Br)n2C1CCCCC1
**Highest occupied orbital energy**: -8.691 eV
**Gap between HOMO and LUMO**: 0.326 Ha

Here are the Mulliken charges for atoms 1 to 4, given in e:
1. Br -0.16
2. N -0.66
3. N -0.62
4. N -0.48


Q: Number 1 is which compound?
A: AlBH8O2